Formula: CH3BrN2O
Source: OMol25
Level of theory: ωB97M-V with the def2-TZVPD basis set

```
8
Properties=species:S:1:pos:R:3:forces:R:3
C -1.1796 0.1632 -0.1596 5.5510 4.9593 0.8670
N 1.1000 -0.7987 0.9600 0.4822 0.0651 0.0502
N 0.7602 0.1274 0.1413 -6.4073 1.4515 -2.1434
O 2.2893 -0.8925 1.1370 1.2047 -0.6244 0.3686
Br -1.4012 0.3106 -1.9837 -0.1925 0.3181 -0.9318
H -1.2927 1.1606 0.4248 -0.5376 -2.3704 -0.9833
H -1.4160 -0.7702 0.1197 -1.0862 -2.8516 1.7798
H 1.1400 0.6996 -0.6394 0.9857 -0.9477 0.9930
```
Forces are in eV/Å.

The value obtained for the HOMO energy is -0.3381 Ha. For the largest force on an atom, the calculation gives 0.1457 Eh/bohr. The value obtained for the LUMO energy is 0.014 hartree. As for the energy above the lowest of the compared OMol25 structures with the same formula, charge and spin: 220.16 kJ/mol.


Formula: CH3BrO3P
Source: OMol25
Level of theory: ωB97M-V with the def2-TZVPD basis set

```
9
Properties=species:S:1:pos:R:3:forces:R:3
C 1.3082 0.2075 0.0999 -1.6668 -0.2575 -0.8747
O -0.5861 -1.6449 0.7199 -0.4327 -0.5571 0.7857
O -0.8232 -0.5764 -1.6207 -0.0632 -0.1415 -0.8199
O -1.3373 0.9312 0.3886 2.7888 -0.7641 0.1050
P -0.4751 -0.5017 -0.1938 1.1664 2.4959 0.2429
Br -3.0606 0.8460 0.3955 -2.2268 -0.1437 -0.0140
H 1.7810 0.1787 -0.8583 0.2136 -0.0718 -0.9514
H 1.5278 1.2290 0.4605 -0.5201 -0.8115 0.5450
H 1.6653 -0.6693 0.6084 0.7406 0.2513 0.9814
```
Forces are in eV/Å.

The value obtained for the HOMO energy is -0.1888 Ha. For the largest force on an atom, the calculation gives 0.0563 Eh/bohr. The value obtained for the LUMO energy is 0.125 hartree. Its net charge is -1. As for the energy above the lowest of the compared OMol25 structures with the same formula, charge and spin: 40.88 kJ/mol.


Formula: CH3BrO3S
Source: OMol25
Level of theory: ωB97M-V with the def2-TZVPD basis set

```
9
Properties=species:S:1:pos:R:3:forces:R:3
C -1.2592 0.4232 0.0987 0.0513 0.9290 0.9548
O -0.2619 -0.3167 0.7933 1.9686 -1.8762 1.4977
S 0.9957 -0.7028 -0.0631 1.5167 1.6787 -0.3271
O 1.8898 -1.5716 0.6122 -0.7684 0.2084 0.3927
O 0.6624 -0.9176 -1.4327 -0.3105 0.1011 0.4138
Br 2.1189 1.4569 -0.0177 -0.9201 -1.5817 -0.0488
H -0.6166 1.3116 -0.1753 -1.9151 -0.1327 -0.2376
H -2.1100 0.5935 0.8992 1.7418 -0.2213 -2.0909
H -1.4193 -0.2764 -0.7145 -1.3643 0.8947 -0.5546
```
Forces are in eV/Å.

The value obtained for the HOMO energy is -0.3996 Ha. For the largest force on an atom, the calculation gives 0.0604 Eh/bohr. The value obtained for the LUMO energy is -0.040 hartree. As for the SMILES: COS(=O)(=O)Br. As for the energy above the lowest of the compared OMol25 structures with the same formula, charge and spin: 61.99 kJ/mol.


Formula: CH3BrO3S
Source: OMol25
Level of theory: ωB97M-V with the def2-TZVPD basis set

```
9
Properties=species:S:1:pos:R:3:forces:R:3
C 0.5002 0.0544 -0.3164 -0.8511 -1.8145 1.2519
O 4.1157 1.0796 -0.5172 0.6177 -0.3970 -0.4769
O -0.0716 1.0105 0.4691 0.0955 1.1772 0.8224
O 1.8790 0.2833 -0.6207 -1.0487 -0.8763 -2.0021
S 2.9336 0.9842 0.2675 -0.0369 1.0966 2.1004
Br 3.1470 -0.6872 1.8847 0.0937 0.0638 -0.2603
H -0.0798 1.8790 0.0311 -0.0815 -0.4577 0.0363
H 0.3961 -0.9329 0.2492 0.4569 1.3277 -0.6420
H -0.0957 -0.0268 -1.2162 0.7543 -0.1199 -0.8297
```
Forces are in eV/Å.

The value obtained for the HOMO energy is -0.3681 Ha. For the largest force on an atom, the calculation gives 0.0471 Eh/bohr. The value obtained for the LUMO energy is -0.009 hartree. As for the energy above the lowest of the compared OMol25 structures with the same formula, charge and spin: 4.32 kJ/mol.


Formula: CH3CeMgO2
Source: OMol25
Level of theory: ωB97M-V with the def2-TZVPD basis set

```
8
Properties=species:S:1:pos:R:3:forces:R:3
O 1.5722 -0.1807 -0.0192 -1.0308 1.9858 -0.4088
Ce 0.3682 1.3712 -0.3156 -0.1674 -2.6087 0.6354
O -1.3181 -0.0800 0.1089 2.3817 1.7428 -0.7635
C -2.6921 -0.2651 0.0103 -1.4692 -0.8031 0.4941
Mg 0.6952 -1.8068 0.3994 -0.4390 -0.4412 0.1159
H -2.9132 -1.1382 -0.6310 0.0345 0.1563 0.4975
H -3.0765 -0.4094 1.0370 -0.0909 -0.3210 -0.5045
H -3.3274 0.5397 -0.4015 0.7810 0.2891 -0.0661
```
Forces are in eV/Å.

The value obtained for the HOMO energy (spin up / spin down) is -0.3587 / -0.5053 Ha. As for the spin multiplicity: 3. For the largest force on an atom, the calculation gives 0.0593 Eh/bohr. The value obtained for the LUMO energy (spin up / spin down) is -0.182 / -0.185 hartree. Its net charge is +1. The expectation value of S² is 2.002. As for the energy above the lowest of the compared OMol25 structures with the same formula, charge and spin: 0.00 kJ/mol.


Formula: CH3Cl2FN2OS2
Source: OMol25
Level of theory: ωB97M-V with the def2-TZVPD basis set

```
12
Properties=species:S:1:pos:R:3:forces:R:3
C -0.2192 0.0182 0.2546 3.5901 3.4365 -2.2210
N 1.0285 -0.4181 0.9242 2.4949 0.6002 1.9803
N 3.1991 -1.9372 1.3281 0.1345 -1.5553 3.6628
O 1.4613 -2.2631 -0.7187 0.2287 -0.1127 1.6403
F 3.5778 -3.2369 1.1011 -0.5660 1.2898 -0.4661
S 3.5802 -0.3915 -0.9449 -0.9150 -0.9783 1.9567
S 2.2074 -1.3852 0.1558 -2.3349 2.2948 -5.4136
Cl 1.8609 0.7980 1.9562 -0.8993 -0.9919 -1.0098
Cl 1.4506 -2.3828 3.2162 1.3992 0.1721 -1.4273
H -0.4740 1.1207 0.4538 0.4859 -1.8944 0.3311
H 0.0648 0.0368 -0.8218 -0.9087 -0.3169 0.3766
H -0.9050 -0.6688 0.5199 -2.7095 -1.9438 0.5902
```
Forces are in eV/Å.

The value obtained for the HOMO energy (spin up / spin down) is -0.3579 / -0.3583 Ha. For the largest force on an atom, the calculation gives 0.1230 Eh/bohr. The value obtained for the LUMO energy (spin up / spin down) is -0.158 / -0.157 hartree. As for the energy above the lowest of the compared OMol25 structures with the same formula, charge and spin: 668.89 kJ/mol.


Formula: CH3Cl2FSi
Source: OMol25
Level of theory: ωB97M-V with the def2-TZVPD basis set

```
8
Properties=species:S:1:pos:R:3:forces:R:3
F -1.4265 0.6939 1.1137 1.0959 0.2266 -0.9035
C -0.0369 0.5200 1.3512 -1.1717 -1.9731 1.3315
Si 0.6326 -1.0205 0.7479 -1.2709 1.7228 0.7144
Cl -0.3459 -1.5740 -0.9153 0.0027 -0.4334 -0.4155
H 0.0413 0.8911 2.3822 0.9863 0.0724 -0.5672
H 1.6548 -1.9555 1.2219 0.3569 0.3836 -0.1958
Cl 0.1094 1.3238 -3.4789 -0.4087 -0.1123 0.5865
H -0.6287 1.1212 -2.4228 0.4096 0.1136 -0.5504
```
Forces are in eV/Å.

The value obtained for the HOMO energy is -0.3141 Ha. For the largest force on an atom, the calculation gives 0.0516 Eh/bohr. The value obtained for the LUMO energy is -0.018 hartree. As for the SMILES: F/C=[SiH]\Cl.Cl. As for the energy above the lowest of the compared OMol25 structures with the same formula, charge and spin: 675.07 kJ/mol.


Formula: CH3Cl2FSi
Source: OMol25
Level of theory: ωB97M-V with the def2-TZVPD basis set

```
8
Properties=species:S:1:pos:R:3:forces:R:3
F -0.5002 2.7174 1.6471 -0.6149 -0.0590 -0.5407
C -0.7123 1.3683 1.5447 0.2468 -0.1799 0.2097
Si -2.1281 0.5809 0.8745 1.5924 0.2595 0.7933
Cl -3.3136 1.2762 -0.5723 -0.2742 0.3679 -0.1184
Cl -2.3183 -1.4324 1.0102 0.1335 0.0976 0.0198
H 0.1362 0.9227 2.0995 -1.1038 -0.5110 -0.2959
H 0.0313 2.9518 -0.7422 0.5226 -0.5401 -0.7564
H 0.4000 2.5409 -1.2836 -0.5024 0.5650 0.6886
```
Forces are in eV/Å.

The value obtained for the HOMO energy is -0.3115 Ha. For the largest force on an atom, the calculation gives 0.0350 Eh/bohr. The value obtained for the LUMO energy is -0.013 hartree. As for the SMILES: FC=[Si](Cl)Cl.[H][H]. As for the energy above the lowest of the compared OMol25 structures with the same formula, charge and spin: 574.51 kJ/mol.


Formula: CH3Cl2N4
Source: OMol25
Level of theory: ωB97M-V with the def2-TZVPD basis set

```
10
Properties=species:S:1:pos:R:3:forces:R:3
C 0.2224 -0.7214 0.0773 -1.7256 0.5846 1.2269
N 1.5188 -1.2696 0.0889 2.1534 -3.2181 0.1162
N 2.8277 0.4768 -0.1379 0.2489 1.0169 1.5526
N 0.2889 0.5250 0.0001 1.4439 -1.6463 -0.8964
N 2.4836 -0.6366 -0.1621 -2.5370 0.3605 -0.2476
Cl -0.8353 1.6233 0.1612 -1.8261 1.4337 0.3765
Cl -5.3314 0.4064 0.0573 -0.2623 0.1186 0.0065
H -0.5903 -1.4559 0.4232 1.2063 1.2364 -0.9552
H 3.5395 1.0317 -0.5501 1.0505 0.2292 -1.1712
H -4.1238 0.0202 0.0422 0.2481 -0.1154 -0.0083
```
Forces are in eV/Å.

The value obtained for the HOMO energy is -0.5183 Ha. For the largest force on an atom, the calculation gives 0.0753 Eh/bohr. The value obtained for the LUMO energy is -0.286 hartree. Its net charge is +1. As for the energy above the lowest of the compared OMol25 structures with the same formula, charge and spin: 329.61 kJ/mol.


Formula: CH3Cl2NO
Source: OMol25
Level of theory: ωB97M-V with the def2-TZVPD basis set

```
8
Properties=species:S:1:pos:R:3:forces:R:3
C -0.4918 -0.1702 -0.1171 -0.0617 -0.6620 4.3369
N 0.4790 -0.0651 -1.0526 0.1211 1.5556 -0.5165
O 0.2787 -0.1187 1.5866 -2.4098 -2.8808 -3.1007
Cl -1.6304 1.0877 0.0685 -0.1951 1.2401 -0.4935
Cl -1.3980 -1.6613 -0.1280 0.6718 -0.4205 0.0756
H 0.8621 0.8803 -1.0458 -0.2551 -0.0749 -0.2688
H 1.2237 -0.6573 -0.7922 0.9460 -1.2114 0.0452
H 0.6767 0.7046 1.4807 1.1827 2.4539 -0.0782
```
Forces are in eV/Å.

The value obtained for the HOMO energy is -0.3819 Ha. For the largest force on an atom, the calculation gives 0.0947 Eh/bohr. The value obtained for the LUMO energy is 0.021 hartree. As for the energy above the lowest of the compared OMol25 structures with the same formula, charge and spin: 213.62 kJ/mol.


Formula: CH3Cl2NO2S
Source: OMol25
Level of theory: ωB97M-V with the def2-TZVPD basis set

```
10
Properties=species:S:1:pos:R:3:forces:R:3
C -1.4939 -0.4076 -0.0954 -0.7870 -0.5698 2.6289
N 1.5899 0.0839 1.1896 -2.4472 -0.2363 -1.6501
O 0.0545 1.5231 -0.9154 -0.0721 2.0093 -0.3034
O 0.6384 -0.7822 -1.6062 0.2077 -0.1780 0.2162
S 0.1448 0.1492 -0.6407 -0.1219 -1.8636 1.8540
Cl 2.8273 -0.7300 0.4002 1.0394 -0.4340 -0.1590
Cl 1.9354 1.7330 1.3540 0.2158 0.4436 0.0979
H -2.2755 -0.0285 -0.7399 0.2681 -0.0093 -0.6571
H -1.6074 -1.4864 0.1255 0.6574 0.3174 -1.0622
H -1.8136 -0.0545 0.9283 1.0397 0.5206 -0.9652
```
Forces are in eV/Å.

The value obtained for the HOMO energy (spin up / spin down) is -0.3459 / -0.3460 Ha. For the largest force on an atom, the calculation gives 0.0576 Eh/bohr. The value obtained for the LUMO energy (spin up / spin down) is -0.048 / -0.048 hartree. As for the energy above the lowest of the compared OMol25 structures with the same formula, charge and spin: 373.51 kJ/mol.


Formula: CH3Cl2NO2S
Source: OMol25
Level of theory: ωB97M-V with the def2-TZVPD basis set

```
10
Properties=species:S:1:pos:R:3:forces:R:3
C 0.9469 1.1576 -0.5300 2.9876 -2.5302 -0.6530
N -1.7833 -1.7453 -0.0557 0.1500 0.0132 -0.1730
O 0.2907 0.1815 1.9509 -0.2203 0.2801 -0.2291
O 1.7869 -1.1164 0.4636 1.3625 -1.3428 -0.1782
S 0.6330 -0.3033 0.6308 -0.4316 1.3710 -0.4796
Cl -2.9611 -1.5373 1.0901 -0.3116 -0.2089 1.0236
Cl -2.2594 -0.8245 -1.3810 0.2300 0.2415 -0.8945
H 1.6778 1.7355 -0.0442 0.1358 1.3534 1.5952
H 1.6504 0.9139 -1.4020 -1.9309 -0.6100 0.6973
H 0.0180 1.5384 -0.7224 -1.9715 1.4327 -0.7088
```
Forces are in eV/Å.

The value obtained for the HOMO energy (spin up / spin down) is -0.3413 / -0.3750 Ha. For the largest force on an atom, the calculation gives 0.0772 Eh/bohr. The value obtained for the LUMO energy (spin up / spin down) is -0.064 / -0.066 hartree. As for the energy above the lowest of the compared OMol25 structures with the same formula, charge and spin: 449.59 kJ/mol.